C4H8O | ωB97M-V/def2-TZVPD

Structure (ORCA input):
```
! RIJCOSX wB97M-V def2-TZVPD def2/J DEFGRID3
* xyz 0 1
C -1.585 0.552 0.290
C -0.300 0.284 -0.509
C 1.073 -2.110 -0.076
C 0.890 1.018 0.029
O 1.916 0.479 0.414
H -2.421 -0.006 -0.149
H -1.470 0.231 1.333
H -1.849 1.620 0.284
H -0.444 0.561 -1.568
H 2.031 -1.935 -0.625
H -0.038 -0.835 -0.481
H 1.406 -1.988 0.984
H 0.791 2.130 0.075
*
```

Computed properties:
Energy relative to the best compared isomer or geometry (same formula, charge and spin) ... 117.8 kcal/mol
Calculated total energy ... -232.257843 Eh
HOMO (spin up / spin down) ... -0.32803 / -0.32793 Eh
Gap between HOMO and LUMO (spin up / spin down) ... 0.3110 / 0.3109 hartree

Charges in e, computed with Mulliken, in the same order as the atoms: number 1, C, carries -1.160; number 2, C, carries 0.047; number 3, C, carries -0.534; number 4, C, carries 0.078; number 5, O, carries -0.473; number 6, H, carries 0.307; number 7, H, carries 0.318; number 8, H, carries 0.333; number 9, H, carries 0.304; number 10, H, carries 0.191; number 11, H, carries 0.063; number 12, H, carries 0.192; number 13, H, carries 0.332